Below is the molecule C2H4N2O2, with properties calculated with ωB97M-V with the def2-TZVPD basis set.

HOMO ... -9.91 eV
E_LUMO ... 0.09 eV
Electronic energy ... -9212.252 eV
Orbital gap ... 9.9971 eV
SMILES ... [H]/N=C(/N)C(=O)O

Last column: Löwdin charge in e.
Atoms and positions in Å:
H: -0.47 2.15 -0.34  0.10
N: -1.21 1.33 -0.21  0.12
C: -0.70 0.16 0.03  -0.53
N: -1.54 -0.78 0.25  0.13
C: 0.69 -0.22 0.11  -0.46
O: 0.99 -1.31 -0.23  0.16
O: 1.78 0.69 0.05  0.00
H: -2.37 -0.38 -0.02  0.07
H: -1.50 -1.80 -0.15  0.19
H: 1.53 1.53 0.78  0.22



Below is C14H31BCl5CoF8NO8 as an isolated structure, with properties calculated with ωB97M-V with the def2-TZVPD basis set.

HOMO (spin up / spin down) ... -9.32 / -9.32 eV
Multiplicity ... 4
E_LUMO (spin up / spin down) ... -1.28 / -1.74 eV
Electronic energy ... -155533.067 eV
Orbital gap (spin up / spin down) ... 8.0404 / 7.5738 eV

Last column: Mulliken spin population.
Atoms and positions in Å:
Co: 2.16 2.05 -1.02  2.67
C: -2.38 -4.51 -0.97  0.00
O: -1.15 -4.27 -1.64  0.00
C: -0.95 -3.01 -2.27  0.00
C: 0.49 -3.00 -2.75  0.00
N: 1.39 -2.68 -1.58  0.00
H: 2.37 -2.68 -1.87  0.00
H: 1.17 -1.75 -1.21  0.00
C: 1.46 -3.65 -0.38  0.00
C: 2.46 -3.17 0.66  0.00
O: 3.75 -2.90 0.15  0.00
C: 4.56 -2.14 1.05  0.00
H: -2.25 -5.07 -0.04  0.00
H: -3.14 -4.97 -1.60  0.00
H: -2.76 -3.53 -0.65  0.00
H: -1.02 -2.29 -1.45  0.00
H: -1.68 -2.77 -3.04  0.00
H: 0.76 -2.24 -3.49  0.00
H: 0.93 -3.93 -3.10  0.00
H: 1.68 -4.67 -0.69  0.00
H: 0.46 -3.78 0.03  0.00
H: 2.53 -3.81 1.54  0.00
H: 2.12 -2.17 0.94  0.00
H: 4.54 -1.13 0.63  0.00
H: 5.60 -2.44 1.04  0.00
H: 4.20 -2.12 2.08  0.00
C: 0.99 3.69 1.17  0.00
O: 2.01 3.64 0.19  0.23
H: 0.59 2.69 1.35  -0.01
H: 1.40 4.11 2.10  0.01
H: 0.24 4.39 0.78  0.01
B: 1.03 0.33 -0.73  0.10
H: 0.38 -0.52 -0.35  0.01
H: 1.62 0.76 0.14  -0.01
H: 1.67 -0.05 -1.60  -0.01
H: 0.38 1.18 -1.15  0.01
Cl: 3.29 -1.05 -4.65  0.00
O: 2.27 -0.28 -3.98  0.00
O: 3.21 -0.73 -6.04  0.00
O: 4.60 -0.69 -4.17  0.00
O: 3.05 -2.45 -4.39  0.00
C: -3.70 3.83 1.36  0.00
C: -3.36 5.13 2.04  0.00
C: -3.42 4.90 3.58  0.00
F: -3.26 6.05 4.27  0.00
F: -4.48 4.19 4.02  0.00
F: -2.10 5.52 1.80  0.00
F: -4.24 6.09 1.70  0.00
O: -2.66 2.90 1.73  0.00
C: -3.01 1.57 1.54  0.00
C: -1.88 0.67 1.95  -0.03
F: -1.28 0.98 3.13  0.00
F: -2.19 -0.64 1.89  0.00
F: -4.09 1.34 2.33  0.00
F: -3.37 1.36 0.27  0.00
H: -3.68 3.91 0.27  0.00
H: -4.69 3.44 1.56  0.00
H: -2.52 4.32 3.80  0.00
H: -1.02 0.78 1.29  0.02
C: -1.49 0.92 -3.46  0.00
Cl: -2.36 2.47 -3.57  0.00
Cl: -2.38 -0.11 -2.35  0.00
H: -1.49 0.53 -4.47  0.00
H: -0.51 1.07 -3.04  0.00
C: 1.75 0.21 3.76  0.00
Cl: 1.07 -1.41 3.57  0.00
Cl: 3.11 0.11 4.87  0.00
H: 2.08 0.60 2.81  0.00
H: 1.12 0.91 4.31  0.00



Below is C18H18BrOSm as an isolated structure, with properties calculated with ωB97M-V with the def2-TZVPD basis set.

HOMO (spin up / spin down) ... -7.04 / -7.04 eV
Multiplicity ... 6
E_LUMO (spin up / spin down) ... -0.53 / -0.36 eV
Electronic energy ... -108946.580 eV
Orbital gap (spin up / spin down) ... 6.5051 / 6.6830 eV

Last column: Mulliken spin population.
Atoms and positions in Å:
C: 0.45 -1.61 4.13  0.00
C: -0.86 -1.83 3.65  -0.02
C: -0.76 -2.21 2.29  -0.01
H: -1.77 -1.74 4.21  0.00
C: 0.60 -2.21 1.94  -0.02
C: 1.36 -1.84 3.07  -0.01
H: 2.43 -1.75 3.13  0.00
H: 0.71 -1.32 5.14  0.00
H: -1.58 -2.42 1.63  0.00
H: 0.99 -2.40 0.96  0.00
C: -0.94 2.16 2.83  -0.01
C: -0.60 1.67 4.10  -0.02
C: 0.80 1.50 4.15  0.00
H: -1.29 1.44 4.89  0.00
C: 1.34 1.89 2.90  -0.01
C: 0.26 2.29 2.08  -0.02
H: 0.32 2.60 1.05  0.00
H: -1.93 2.36 2.46  0.00
H: 1.37 1.15 4.99  0.00
H: 2.38 1.90 2.63  0.00
Sm: 0.03 0.01 2.54  5.11
O: -0.28 -0.14 -1.45  0.00
C: -1.38 -0.91 -1.93  0.00
C: -0.10 -0.91 -2.65  0.00
H: -1.66 -1.76 -1.32  0.00
H: -2.21 -0.33 -2.33  0.00
H: 0.54 -1.78 -2.52  0.00
H: 0.83 -1.90 -4.96  0.00
C: 0.57 -0.85 -5.04  0.00
C: 0.08 -0.17 -3.92  0.00
C: -0.24 1.18 -4.03  0.00
H: -0.58 1.71 -3.16  0.00
C: -0.08 1.84 -5.24  0.00
H: -0.33 2.89 -5.31  0.00
C: 0.39 1.15 -6.35  0.00
H: 0.51 1.67 -7.30  0.00
C: 0.72 -0.19 -6.25  0.00
H: 1.09 -0.73 -7.11  0.00
Br: -1.19 -0.42 6.07  -0.01



Below is a 40-piece molecular cluster, H80O40 overall, with properties calculated with ωB97M-V with the def2-TZVPD basis set.

HOMO (spin up / spin down) ... -12.38 / -12.38 eV
Charge ... +1
Multiplicity ... 2
E_LUMO (spin up / spin down) ... -2.80 / -9.42 eV
Electronic energy ... -83185.822 eV
Orbital gap (spin up / spin down) ... 9.5838 / 2.9620 eV

Last column: Mulliken spin population.
Atoms and positions in Å:
H: -1.01 -1.83 -5.16  0.00
H: -2.11 -2.49 -4.38  0.00
O: -1.98 -1.77 -5.06  0.00
H: 4.90 -3.06 1.23  0.00
H: 4.35 -2.76 -0.14  0.00
O: 5.20 -2.70 0.37  0.00
H: -0.85 3.62 3.32  0.00
H: -1.68 4.95 3.67  0.00
O: -1.40 4.33 3.04  0.00
H: -0.72 -2.50 4.37  0.00
H: -1.42 -3.86 3.96  0.00
O: -1.48 -2.90 3.92  0.00
H: -3.95 3.08 -0.74  0.00
H: -4.93 3.09 -2.01  0.00
O: -4.03 2.76 -1.76  0.01
H: -3.49 0.16 3.12  0.00
O: -3.59 -0.70 3.45  0.00
H: 1.11 -0.79 -1.82  0.00
O: 1.10 0.05 -2.31  0.00
H: -3.58 -0.65 0.06  0.00
H: -3.01 -1.38 1.32  -0.01
O: -2.85 -1.18 0.41  0.07
H: 5.18 -1.30 3.95  0.00
H: 4.54 -1.54 2.69  0.00
O: 4.52 -1.94 3.55  0.00
H: -0.36 -4.00 2.13  0.00
H: 0.57 -5.27 2.24  0.00
O: -0.28 -4.95 1.85  0.00
H: 2.38 -4.26 -2.76  0.00
H: 3.33 -2.99 -3.25  0.00
O: 2.69 -3.40 -2.67  0.00
H: -2.99 1.98 -4.11  0.00
O: -2.07 2.01 -4.25  0.02
H: 1.29 3.54 -3.87  0.00
H: 0.14 4.16 -4.50  0.00
O: 1.11 4.07 -4.64  0.00
H: 0.27 6.34 -0.24  0.00
H: 0.56 4.82 -0.24  0.00
O: 0.86 5.70 0.09  0.00
H: -0.57 -4.33 -4.07  0.00
H: 0.53 -3.76 -3.26  0.00
O: 0.00 -3.59 -4.01  0.00
H: 3.53 4.25 0.22  0.00
H: 3.57 5.75 0.81  0.00
O: 3.94 5.11 0.19  0.00
H: -4.53 0.07 -2.80  0.00
H: -4.98 -1.31 -2.46  0.00
O: -5.31 -0.51 -2.90  0.05
H: -3.57 -4.74 1.37  0.00
H: -3.46 -3.30 1.90  0.00
O: -2.92 -4.09 1.69  0.00
H: 1.64 -1.97 2.35  0.00
O: 1.55 -1.76 3.33  0.00
H: 1.57 -0.41 -5.46  0.00
H: 0.31 0.25 -5.77  0.00
O: 0.60 -0.65 -5.48  0.00
H: 2.84 0.01 0.26  0.00
O: 3.34 -0.64 0.70  0.00
H: -0.99 1.06 2.30  0.00
H: -1.21 -0.28 3.12  0.00
O: -1.60 0.32 2.43  0.01
H: -2.66 -2.50 -2.65  -0.03
H: -2.70 -2.43 -1.13  -0.01
O: -3.24 -2.16 -1.93  0.43
H: 5.91 1.11 1.46  0.00
H: 5.74 1.35 2.99  0.00
O: 5.59 0.74 2.30  0.00
H: -0.76 -5.30 0.40  0.00
H: -2.07 -5.53 -0.26  0.00
O: -1.08 -5.78 -0.39  0.00
H: -1.82 1.44 0.39  0.00
H: -1.17 2.78 0.17  0.00
O: -0.95 1.87 0.41  0.00
H: -2.26 0.91 -2.62  -0.03
H: -2.60 -0.24 -3.72  -0.01
O: -2.71 0.03 -2.77  0.49
H: 0.41 1.71 1.30  0.00
H: 1.07 1.01 2.47  0.00
O: 0.97 1.83 2.04  0.00
H: 0.27 0.86 4.06  0.00
H: 0.04 -0.25 5.19  0.00
O: -0.13 0.60 4.86  0.00
H: 2.40 1.67 -2.20  0.00
H: 3.71 1.88 -1.21  0.00
O: 2.77 1.85 -1.24  0.00
H: 5.51 -0.80 -0.74  0.00
H: 6.91 -0.15 -0.76  0.00
O: 6.06 -0.31 -1.33  0.00
H: -2.75 2.96 2.91  0.00
O: -2.76 2.33 2.19  0.00
H: -3.14 3.26 0.76  0.00
H: -3.23 4.64 -0.05  0.00
O: -3.72 3.99 0.42  0.00
H: 2.42 -1.32 3.52  0.00
H: -3.06 -1.20 4.00  0.00
H: 4.21 -0.52 0.42  0.00
H: 1.11 0.04 -3.26  0.00
H: -1.94 2.17 -5.20  0.00
H: -2.95 1.62 2.83  0.00
O: 0.43 -3.01 -0.55  0.00
H: 0.66 -3.99 -0.42  0.00
H: -0.33 -2.76 0.01  0.00
O: -0.64 3.56 -1.88  0.00
H: -0.16 2.69 -1.79  0.00
H: -1.41 3.40 -2.41  0.00
O: 1.86 -1.10 5.65  0.00
H: 1.81 -1.91 6.12  0.00
H: 1.63 -0.51 6.38  0.00
O: 5.34 3.29 -1.38  0.00
H: 6.22 2.86 -1.46  0.00
H: 5.45 3.85 -0.63  0.00
O: 1.23 4.33 3.51  0.00
H: 1.42 5.00 2.87  0.00
H: 1.34 3.57 2.94  0.00
O: -2.42 -5.19 -2.88  0.01
H: -1.84 -5.23 -2.11  0.00
H: -3.28 -4.84 -2.55  0.00
O: -5.13 -0.07 -0.33  0.01
H: -5.21 0.67 -0.95  0.00
H: -5.00 -0.70 -1.12  0.00



Below is a 11-piece molecular cluster, C48H125N7O15 overall, with properties calculated with ωB97M-V with the def2-TZVPD basis set.

HOMO ... -8.33 eV
E_LUMO ... 0.42 eV
Electronic energy ... -92932.018 eV
Orbital gap ... 8.7444 eV
SMILES ... COC[C@H](C)N.COC[C@H](C)N.COC[C@H](C)N.COCCNCCOC.COCCNCCOC.COCCNCCOC.COCCNCCOC.CC(C)O.CC(C)O.CC(C)O.CC(C)O

Last column: Löwdin charge in e.
Atoms and positions in Å:
C: -2.25 1.47 32.30  -0.05
O: -3.62 1.28 32.76  -0.23
C: -4.06 2.40 33.48  -0.21
C: -5.32 1.89 34.24  -0.44
C: -4.95 0.96 35.40  -0.07
N: -6.22 1.27 33.30  0.06
H: -1.63 1.72 33.16  0.08
H: -2.34 2.26 31.56  0.09
H: -1.94 0.50 31.90  0.09
H: -3.34 2.73 34.22  0.12
H: -4.42 3.22 32.85  0.13
H: -5.79 2.72 34.77  0.13
H: -5.77 0.53 35.98  0.05
H: -4.25 1.38 36.12  0.08
H: -4.47 0.12 34.91  0.07
H: -6.71 0.56 33.83  0.04
H: -5.60 0.67 32.77  0.05
C: -17.32 2.83 33.96  -0.18
O: -17.14 2.53 32.63  -0.17
C: -17.78 1.19 32.39  -0.13
C: -19.29 1.22 32.33  -0.47
C: -19.89 -0.12 31.88  -0.06
N: -19.77 2.09 31.30  0.04
H: -17.03 2.07 34.69  0.08
H: -18.33 3.07 34.31  0.08
H: -16.85 3.80 34.14  0.09
H: -17.44 0.86 31.40  0.11
H: -17.36 0.56 33.17  0.11
H: -19.67 1.55 33.30  0.12
H: -19.59 -0.37 30.86  0.07
H: -20.97 -0.03 32.00  0.08
H: -19.59 -1.00 32.44  0.07
H: -19.29 2.97 31.41  0.07
H: -20.69 2.39 31.57  0.08
C: -19.04 0.02 36.44  -0.14
O: -18.61 0.17 37.73  -0.19
C: -17.43 -0.56 38.12  -0.14
C: -16.82 0.05 39.45  -0.39
C: -17.79 0.64 40.41  -0.07
N: -15.87 1.14 39.19  0.03
H: -19.88 0.69 36.25  0.09
H: -19.23 -1.04 36.23  0.09
H: -18.34 0.42 35.71  0.06
H: -17.85 -1.55 38.30  0.12
H: -16.70 -0.79 37.35  0.11
H: -16.20 -0.74 39.88  0.14
H: -18.49 -0.18 40.57  0.09
H: -18.43 1.41 39.97  0.08
H: -17.44 1.12 41.32  0.09
H: -15.37 0.83 38.37  0.06
H: -16.38 1.98 38.96  0.09
C: -8.79 -4.78 39.57  -0.12
O: -10.06 -4.66 38.92  -0.19
C: -10.41 -3.30 38.64  -0.21
C: -10.01 -2.76 37.27  -0.21
N: -8.61 -2.94 36.91  -0.04
C: -8.25 -4.21 36.17  -0.14
C: -8.61 -4.17 34.65  -0.22
O: -8.40 -5.33 33.88  -0.18
C: -8.90 -5.36 32.54  -0.10
H: -8.06 -4.03 39.26  0.07
H: -8.19 -5.67 39.37  0.08
H: -8.94 -4.68 40.64  0.08
H: -9.89 -2.65 39.36  0.10
H: -11.48 -3.38 38.83  0.12
H: -10.11 -1.67 37.32  0.10
H: -10.63 -3.21 36.49  0.10
H: -8.36 -2.10 36.41  0.08
H: -8.79 -5.02 36.66  0.11
H: -7.21 -4.50 36.30  0.11
H: -8.17 -3.31 34.15  0.11
H: -9.69 -4.07 34.59  0.10
H: -8.97 -6.33 32.05  0.09
H: -8.18 -4.77 31.97  0.06
H: -9.85 -4.91 32.23  0.08
C: -9.09 0.89 35.94  -0.01
O: -9.87 -0.29 35.30  -0.22
C: -9.82 -0.31 33.84  -0.22
C: -10.74 -1.30 33.27  -0.24
N: -12.10 -0.87 33.37  -0.05
C: -13.08 -1.89 33.00  -0.17
C: -14.48 -1.36 33.60  -0.13
O: -14.43 -1.09 35.06  -0.22
C: -13.92 -2.10 35.92  -0.11
H: -8.03 0.65 35.92  0.06
H: -9.25 1.00 37.02  0.05
H: -9.39 1.87 35.55  0.08
H: -8.77 -0.59 33.73  0.10
H: -9.91 0.62 33.29  0.13
H: -10.62 -2.32 33.63  0.10
H: -10.45 -1.27 32.22  0.13
H: -12.24 -0.52 34.30  0.09
H: -13.06 -2.80 33.60  0.09
H: -13.03 -2.23 31.97  0.12
H: -15.18 -2.19 33.47  0.09
H: -14.83 -0.51 33.02  0.10
H: -14.24 -1.89 36.94  0.08
H: -12.85 -1.96 35.80  0.07
H: -14.12 -3.14 35.68  0.08
C: -9.82 2.79 26.99  -0.10
O: -8.92 1.72 26.64  -0.19
C: -8.40 1.10 27.80  -0.23
C: -7.51 -0.14 27.42  -0.14
N: -7.06 -0.93 28.62  -0.08
C: -6.09 -1.92 28.38  -0.25
C: -5.78 -2.98 29.52  -0.16
O: -5.23 -2.29 30.69  -0.21
C: -6.08 -2.33 31.88  -0.09
H: -10.36 2.93 26.06  0.09
H: -9.34 3.73 27.27  0.08
H: -10.50 2.67 27.84  0.08
H: -9.17 0.92 28.56  0.11
H: -7.74 1.86 28.23  0.11
H: -6.63 0.42 27.10  0.11
H: -7.92 -0.78 26.64  0.12
H: -6.49 -0.32 29.19  0.10
H: -5.12 -1.51 28.09  0.12
H: -6.47 -2.55 27.58  0.11
H: -5.13 -3.76 29.11  0.11
H: -6.61 -3.57 29.90  0.10
H: -6.16 -3.31 32.35  0.08
H: -7.01 -1.76 31.79  0.08
H: -5.53 -1.76 32.63  0.07
C: -16.12 -1.28 29.87  -0.09
O: -16.34 -2.01 28.63  -0.20
C: -17.01 -1.29 27.58  -0.20
C: -17.51 -2.36 26.57  -0.14
N: -18.27 -1.69 25.41  -0.09
C: -17.54 -0.91 24.44  -0.23
C: -18.54 -0.41 23.38  -0.23
O: -19.11 -1.40 22.55  -0.21
C: -18.31 -1.75 21.34  -0.05
H: -15.54 -1.86 30.58  0.08
H: -17.11 -0.96 30.21  0.06
H: -15.53 -0.37 29.83  0.08
H: -16.37 -0.53 27.13  0.11
H: -17.93 -0.82 27.95  0.12
H: -18.09 -3.17 27.01  0.11
H: -16.66 -2.86 26.11  0.10
H: -18.94 -2.17 24.83  0.09
H: -16.73 -1.52 24.04  0.11
H: -17.13 -0.11 25.06  0.11
H: -18.06 0.39 22.82  0.12
H: -19.41 -0.05 23.93  0.12
H: -17.48 -2.32 21.74  0.08
H: -18.00 -0.93 20.70  0.08
H: -18.95 -2.39 20.73  0.08
C: -6.15 2.17 39.34  -0.05
C: -7.57 2.11 40.02  -0.45
C: -8.60 3.05 39.28  -0.04
O: -8.06 0.79 39.87  -0.06
H: -5.93 3.21 39.10  0.07
H: -6.14 1.49 38.48  0.06
H: -5.34 1.88 40.01  0.07
H: -7.33 2.50 41.00  0.13
H: -8.83 2.59 38.31  0.05
H: -8.17 4.04 39.18  0.07
H: -9.53 3.12 39.85  0.07
H: -7.87 0.32 40.69  0.10
C: -12.25 1.54 38.00  -0.06
C: -12.69 0.71 39.22  -0.44
C: -11.41 0.25 39.92  -0.06
O: -13.17 1.64 40.23  -0.08
H: -11.74 2.43 38.36  0.08
H: -13.10 1.94 37.45  0.05
H: -11.70 0.95 37.26  0.06
H: -13.38 -0.09 38.92  0.12
H: -10.85 -0.55 39.44  0.05
H: -11.68 -0.08 40.92  0.08
H: -10.70 1.07 40.01  0.06
H: -14.12 1.57 40.11  0.02
C: -17.77 -5.56 31.83  -0.05
C: -16.85 -4.83 32.77  -0.49
C: -16.86 -5.32 34.20  -0.07
O: -15.47 -5.03 32.39  -0.08
H: -18.56 -6.06 32.38  0.08
H: -17.31 -6.31 31.17  0.09
H: -18.23 -4.78 31.23  0.07
H: -17.10 -3.77 32.79  0.12
H: -16.67 -6.39 34.28  0.09
H: -17.85 -5.10 34.59  0.08
H: -16.09 -4.78 34.75  0.07
H: -14.96 -5.55 33.01  0.07
C: -12.19 3.19 35.10  -0.06
C: -12.16 4.00 33.77  -0.53
C: -12.99 3.37 32.64  -0.04
O: -12.49 5.29 34.05  -0.02
H: -13.21 2.99 35.39  0.07
H: -11.53 3.61 35.86  0.08
H: -11.83 2.17 35.07  0.05
H: -11.13 3.92 33.43  0.13
H: -14.06 3.40 32.84  0.07
H: -12.66 2.33 32.60  0.07
H: -12.88 3.97 31.74  0.08
H: -13.39 5.20 34.36  0.09



Below is the molecule C3HNO3, with properties calculated with ωB97M-V with the def2-TZVPD basis set.

HOMO ... -10.37 eV
E_LUMO ... -1.10 eV
Electronic energy ... -10756.847 eV
Orbital gap ... 9.2677 eV
SMILES ... O=Cn1c(=O)c1=O

Last column: Löwdin charge in e.
Atoms and positions in Å:
O: -1.31 -1.78 0.90  0.10
C: -0.74 -1.30 -0.03  -0.21
N: 0.10 -0.08 0.03  0.19
C: 0.30 1.10 0.72  -0.33
O: 0.10 1.65 1.74  0.18
C: 0.71 0.98 -0.66  -0.30
O: 1.32 1.34 -1.61  0.17
H: -0.48 -1.91 -1.09  0.19